(1)
71
Properties=species:S:1:pos:R:3:forces:R:3:mulliken_charge:R:1 method="wB97M-V/def2-TZVPD" total_charge=-2 e_homo_ev=-0.1 molar_mass_g_mol=592.0 multiplicity=1 de_lowest_kcal_mol=0.0 energy_ev=-47663.48385
Pd 0.281 1.640 -2.937 -0.40 0.62 -0.38 -0.33
N 1.280 -1.159 -4.119 -0.04 -0.06 0.09 -0.86
C 2.482 -0.496 -4.637 0.03 -0.10 0.06 -0.02
C 2.191 0.824 -5.354 -0.05 0.03 0.08 0.38
O 2.845 1.105 -6.370 0.03 0.00 -0.07 -0.78
O 1.305 1.562 -4.823 -0.07 0.11 -0.05 -0.47
H 1.446 -1.458 -3.163 0.00 0.03 0.01 0.39
H 0.553 -0.444 -4.012 0.09 -0.08 -0.05 0.26
H 3.008 -1.145 -5.340 0.01 0.00 0.00 0.29
H 3.175 -0.232 -3.828 0.02 -0.03 0.02 0.02
C -0.879 1.378 2.476 -0.02 0.06 0.01 -0.84
C -0.032 0.694 1.427 0.02 0.06 -0.03 -0.25
N 0.025 1.521 0.240 -0.29 0.00 -0.02 0.11
C -1.129 2.050 -0.285 0.08 0.05 -0.14 0.11
N -1.163 2.292 -1.554 0.19 -0.28 0.30 -0.11
C -2.327 2.949 -2.110 -0.06 0.05 -0.04 -0.69
C -3.587 2.522 -1.379 -0.01 -0.02 0.01 -0.77
C -3.419 2.854 0.092 -0.01 -0.03 0.02 -0.73
N -2.145 2.376 0.617 0.03 -0.02 -0.08 0.17
C -2.244 1.658 1.882 0.02 0.00 -0.01 -0.82
H -0.404 2.316 2.777 -0.02 -0.01 0.01 0.40
H -0.985 0.734 3.352 0.00 0.01 0.01 0.33
H -0.449 -0.292 1.205 -0.02 -0.04 0.00 0.20
H 0.985 0.540 1.790 0.03 -0.03 -0.02 0.24
H 0.592 1.150 -0.527 0.22 -0.01 0.00 0.05
H -2.373 2.704 -3.170 0.00 0.01 0.05 0.20
H -2.212 4.041 -2.042 0.00 0.00 -0.01 0.26
H -3.718 1.443 -1.508 -0.01 0.01 0.00 0.32
H -4.471 3.027 -1.777 0.00 -0.01 0.00 0.39
H -4.220 2.400 0.685 0.00 0.00 0.00 0.43
H -3.492 3.940 0.228 0.00 0.00 0.02 0.24
H -2.778 0.702 1.742 -0.01 0.02 0.00 0.36
H -2.848 2.265 2.563 0.01 0.01 0.00 0.44
C -0.277 3.722 -6.564 0.01 -0.05 -0.06 -0.49
O -1.219 2.858 -5.962 0.00 0.11 0.01 -0.49
H 0.638 3.190 -6.833 0.00 0.02 0.02 0.20
H -0.005 4.551 -5.899 0.01 0.01 0.00 0.19
H -0.740 4.138 -7.465 0.01 0.01 0.00 0.25
H -0.728 2.381 -5.270 0.07 -0.18 0.14 0.32
C -3.465 -2.670 2.981 0.04 0.03 0.05 -1.80
C -2.025 -2.434 3.367 -0.01 -0.06 -0.07 1.58
C -1.722 -2.012 4.661 0.04 0.01 0.01 -1.09
C -0.405 -1.757 5.009 -0.02 -0.02 -0.03 -0.99
C 0.613 -1.909 4.083 0.02 0.02 0.11 -1.09
C 0.332 -2.340 2.782 -0.03 0.04 -0.16 0.26
N 1.283 -2.443 1.783 0.13 -0.10 0.30 -0.17
C 2.640 -2.125 1.930 -0.04 0.02 -0.02 0.01
C 3.424 -2.648 2.962 0.01 -0.04 0.01 -0.23
C 4.774 -2.348 3.044 0.00 0.01 -0.02 -0.53
C 5.366 -1.525 2.094 -0.06 0.00 -0.02 -0.60
C 4.587 -1.013 1.064 0.05 -0.02 0.03 -0.42
C 3.234 -1.302 0.957 0.07 0.09 -0.04 0.11
C 2.445 -0.684 -0.219 -0.04 -0.10 0.09 0.41
O 2.962 0.266 -0.803 0.24 0.06 0.04 -0.70
O 1.317 -1.209 -0.461 -0.09 -0.21 -0.07 -0.70
C -1.009 -2.621 2.431 -0.07 -0.01 -0.04 0.95
C -1.321 -3.064 1.023 0.04 0.05 0.08 -1.80
H -4.128 -2.396 3.803 0.00 0.00 -0.01 0.39
H -3.650 -3.717 2.732 0.00 -0.01 0.00 0.38
H -3.742 -2.078 2.106 -0.01 0.00 0.00 0.34
H -2.520 -1.870 5.381 0.00 0.00 0.00 0.27
H -0.168 -1.409 6.008 0.01 0.00 0.01 0.34
H 1.628 -1.652 4.350 -0.03 0.00 0.01 0.52
H 1.008 -2.100 0.833 -0.10 0.01 -0.13 0.61
H 2.968 -3.313 3.686 0.01 0.00 -0.01 0.56
H 5.368 -2.766 3.850 -0.01 -0.01 0.00 0.36
H 6.421 -1.286 2.156 0.00 0.00 0.00 0.38
H 5.001 -0.356 0.310 0.00 0.00 0.00 0.47
H -0.487 -3.623 0.601 0.00 -0.02 0.00 0.43
H -1.483 -2.209 0.359 0.02 -0.01 -0.02 0.30
H -2.211 -3.690 0.989 -0.02 0.01 -0.01 0.53



(2)
68
Properties=species:S:1:pos:R:3:forces:R:3:nbo_charge:R:1 method="wB97M-V/def2-TZVPD" total_charge=+1 e_homo_ev=-10.6 molar_mass_g_mol=580.5 multiplicity=1 de_lowest_kcal_mol=23.8 energy_ev=-58555.84315
Al 0.963 0.342 -0.282 0.03 -0.02 0.09 1.63
I -0.325 1.429 -2.383 -0.05 -0.01 -0.03 0.38
C 0.552 3.255 -1.818 -0.02 0.04 0.03 -0.13
C 0.284 4.358 -2.570 -0.01 0.01 -0.01 -0.24
C 0.850 5.599 -2.205 0.02 -0.01 0.04 -0.21
C 1.652 5.680 -1.106 -0.02 -0.02 -0.03 -0.18
C 1.935 4.535 -0.320 0.02 0.05 0.00 0.03
C 2.769 4.631 0.821 0.00 -0.05 0.02 -0.19
C 3.040 3.530 1.578 -0.01 0.04 -0.04 -0.21
C 2.487 2.282 1.221 0.03 -0.04 0.05 -0.18
C 1.672 2.117 0.125 -0.03 0.02 -0.07 -0.58
C 1.384 3.273 -0.665 0.00 -0.05 -0.01 -0.11
H -0.359 4.298 -3.438 0.00 0.00 0.00 0.23
H 0.635 6.475 -2.800 0.00 0.00 0.00 0.23
H 2.089 6.627 -0.815 0.00 0.00 0.00 0.22
H 3.183 5.597 1.079 0.00 0.00 0.00 0.22
H 3.675 3.610 2.451 0.00 0.00 0.00 0.22
H 2.725 1.432 1.857 -0.02 0.01 -0.02 0.20
C -1.749 -3.494 2.144 -0.04 -0.08 -0.03 -0.58
C -1.691 -2.037 2.609 -0.04 0.12 0.08 -0.20
C -0.984 -1.960 3.971 0.01 -0.01 0.00 -0.58
C -3.110 -1.467 2.742 0.03 0.03 -0.01 -0.59
C -0.911 -1.248 1.641 0.20 0.01 0.07 0.17
C -0.187 -0.623 0.893 -0.17 -0.04 -0.09 -0.75
H -2.315 -4.086 2.864 0.00 -0.02 0.00 0.22
H -0.745 -3.915 2.068 -0.07 -0.01 0.03 0.20
H -2.233 -3.583 1.169 0.07 0.01 0.08 0.20
H -1.541 -2.543 4.706 0.00 -0.01 0.00 0.22
H -0.923 -0.929 4.321 -0.01 0.00 -0.01 0.22
H 0.028 -2.361 3.908 0.00 0.00 0.00 0.21
H -3.666 -2.034 3.490 0.01 -0.01 0.00 0.22
H -3.653 -1.527 1.799 -0.03 -0.02 0.04 0.20
H -3.079 -0.423 3.053 -0.01 0.00 0.00 0.22
C 2.238 -2.253 -3.562 -0.03 0.01 -0.04 -0.43
N 2.542 -2.823 -2.257 0.03 0.04 0.03 -0.41
C 3.403 -4.001 -2.280 0.00 -0.02 -0.02 -0.41
C 2.351 -2.105 -1.134 -0.05 -0.13 0.01 0.71
N 2.170 -0.789 -1.178 0.05 0.14 -0.04 -1.02
N 2.355 -2.747 0.049 -0.02 0.05 0.02 -0.41
C 2.737 -2.081 1.287 0.10 -0.01 0.02 -0.42
C 1.798 -4.082 0.208 -0.02 0.00 0.00 -0.41
H 2.028 -3.069 -4.252 -0.01 0.00 0.01 0.22
H 3.084 -1.684 -3.963 -0.01 0.00 0.02 0.20
H 1.351 -1.627 -3.497 -0.02 -0.01 0.01 0.25
H 4.219 -3.830 -2.984 -0.01 0.00 -0.01 0.22
H 2.850 -4.886 -2.597 0.00 0.00 0.01 0.21
H 3.830 -4.178 -1.298 0.02 0.01 -0.02 0.22
H 2.494 -0.390 -2.051 0.07 -0.01 -0.01 0.41
H 3.354 -1.211 1.065 -0.05 0.01 -0.01 0.23
H 3.336 -2.775 1.879 -0.01 -0.01 -0.01 0.21
H 1.867 -1.779 1.869 -0.01 0.00 0.00 0.22
H 1.340 -4.409 -0.722 -0.01 0.00 0.03 0.22
H 1.025 -4.044 0.977 0.05 0.00 -0.04 0.22
H 2.560 -4.802 0.511 -0.01 -0.01 0.01 0.20
O -0.836 -1.448 -2.514 0.15 -0.01 0.06 -1.03
S -1.518 -2.467 -1.637 -0.04 -0.02 -0.13 1.23
C -3.073 -1.742 -1.077 -0.02 -0.01 0.09 -0.61
C -4.066 -2.892 -1.080 -0.01 0.01 -0.04 -0.42
C -3.897 -3.573 -2.443 0.01 0.01 0.01 -0.41
C -2.393 -3.635 -2.743 -0.02 0.02 -0.02 -0.61
H -3.323 -0.984 -1.822 0.01 0.01 -0.01 0.24
H -2.902 -1.264 -0.113 -0.02 -0.03 -0.11 0.25
H -5.083 -2.536 -0.923 -0.01 0.00 0.00 0.24
H -3.841 -3.593 -0.272 -0.02 0.00 -0.01 0.21
H -4.400 -2.982 -3.209 0.01 0.02 0.01 0.22
H -4.343 -4.566 -2.455 0.00 0.00 -0.01 0.23
H -2.132 -3.308 -3.749 0.00 -0.03 0.00 0.25
H -1.969 -4.624 -2.576 0.00 0.01 0.03 0.23



(3)
67
Properties=species:S:1:pos:R:3:forces:R:3:nbo_charge:R:1 method="wB97M-V/def2-TZVPD" total_charge=+3 e_homo_ev="-17.0 / -17.0" molar_mass_g_mol=780.6 multiplicity=4 s_squared=3.7930 energy_ev=-74416.57204
C -1.413 -0.103 -7.144 0.10 -0.12 -0.54 -0.62
I -1.078 -0.045 -4.999 -0.23 -0.07 0.15 -0.01
H -0.437 -0.023 -7.621 -0.11 0.00 0.22 0.25
H -2.058 0.732 -7.416 0.13 -0.06 0.37 0.25
H -1.889 -1.055 -7.373 0.10 0.11 0.26 0.25
Tc 0.399 -0.060 -1.724 2.13 0.15 -1.81 0.32
P 0.352 2.163 -1.886 -0.30 4.20 -0.73 1.03
C -1.222 3.094 -1.848 -0.08 -0.23 0.04 -0.93
C 1.371 3.107 -0.706 0.08 -0.18 0.08 -0.94
H 1.351 4.153 -1.030 0.08 -0.12 0.19 0.27
H 1.108 3.788 -3.464 0.04 -0.14 -0.08 0.26
H 2.404 2.740 -0.721 -0.16 0.12 0.00 0.27
H 2.032 2.249 -3.618 -0.14 0.22 -0.02 0.27
H -1.743 2.931 -0.895 0.03 0.14 -0.21 0.23
H 0.974 3.025 0.314 0.12 0.17 -0.19 0.22
C 1.043 2.695 -3.480 0.09 -0.10 -0.21 -0.94
H -0.993 4.166 -1.971 -0.15 -0.39 0.04 0.27
H 0.394 2.367 -4.299 0.17 0.16 0.21 0.27
H -1.861 2.753 -2.674 0.09 0.15 0.22 0.27
P 0.332 -2.310 -1.571 0.02 -3.79 0.39 0.99
C -1.211 -3.239 -1.388 -0.31 0.18 -0.04 -0.93
C 1.058 -3.087 -3.045 0.03 0.21 -0.22 -0.93
H 2.383 -2.609 -0.307 -0.13 -0.10 0.03 0.26
H 1.394 -4.097 -0.437 0.09 0.06 0.18 0.27
H 0.952 -2.818 0.734 0.07 -0.11 -0.13 0.24
C 1.369 -3.019 -0.258 0.08 0.16 0.08 -0.94
H 2.047 -2.667 -3.245 -0.14 -0.20 0.02 0.27
H 1.131 -4.158 -2.832 0.01 0.10 -0.16 0.27
H -0.943 -4.303 -1.341 -0.16 0.23 -0.05 0.27
H -1.848 -3.049 -2.259 0.02 -0.15 0.14 0.27
H 0.417 -2.914 -3.913 0.08 -0.09 0.05 0.27
H -1.745 -2.948 -0.478 0.07 -0.14 -0.18 0.25
Cl 2.625 -0.139 -2.407 -1.89 0.15 1.05 -0.18
C -1.151 3.619 4.372 0.04 0.60 0.77 0.07
C 0.103 2.986 4.429 1.21 -1.22 -0.84 -0.16
C 0.460 2.079 3.421 0.65 0.88 2.03 -0.25
C -0.422 1.818 2.364 -0.30 -0.67 -1.47 0.03
C -1.699 2.394 2.351 -1.59 1.28 1.04 -0.29
C -2.062 3.321 3.343 -0.64 -1.18 -1.99 -0.12
Sb 0.038 0.232 0.828 0.64 -1.01 2.65 1.30
C 1.917 -0.317 1.866 -0.47 -0.16 -0.29 -0.25
C 3.122 0.138 1.321 0.08 -0.05 -0.06 -0.29
C 4.334 -0.228 1.929 -0.19 0.07 0.10 -0.18
C 4.336 -1.039 3.071 -0.10 0.06 -0.19 -0.16
C 3.127 -1.485 3.616 0.03 0.29 -0.30 -0.17
C 1.917 -1.112 3.020 -0.10 -0.06 0.03 -0.29
C -1.733 -1.003 1.267 0.56 0.24 0.20 -0.26
C -1.666 -2.132 2.091 0.01 -0.04 0.19 -0.29
C -2.816 -2.896 2.321 -0.06 0.17 -0.18 -0.17
C -4.036 -2.526 1.740 0.21 0.15 -0.07 -0.16
C -4.097 -1.383 0.932 0.14 -0.09 0.12 -0.18
C -2.944 -0.626 0.683 -0.18 0.05 0.00 -0.29
H -1.433 4.331 5.153 0.07 -0.26 -0.22 0.27
H 0.786 3.177 5.262 -0.27 -0.01 -0.37 0.28
H 1.412 1.553 3.508 -0.21 0.20 -0.18 0.27
H -2.441 2.101 1.601 0.30 0.22 0.25 0.24
H -3.057 3.781 3.329 0.49 -0.16 0.01 0.27
H 3.132 0.773 0.429 0.08 -0.29 0.29 0.22
H 5.277 0.133 1.510 -0.37 -0.14 0.14 0.25
H 5.285 -1.323 3.537 -0.39 0.11 -0.20 0.26
H 3.128 -2.117 4.502 -0.05 0.16 -0.18 0.25
H 0.982 -1.437 3.477 0.21 0.02 -0.10 0.22
H -0.735 -2.424 2.578 -0.22 0.03 -0.17 0.23
H -2.766 -3.776 2.964 0.04 0.27 -0.19 0.26
H -4.936 -3.126 1.923 0.41 0.33 -0.08 0.26
H -5.051 -1.070 0.513 0.23 -0.08 -0.01 0.25
H -3.009 0.262 0.048 -0.08 -0.25 0.11 0.21



(4)
82
Properties=species:S:1:pos:R:3:forces:R:3:mulliken_charge:R:1 method="wB97M-V/def2-TZVPD" e_homo_ev="-9.8 / -9.8" molar_mass_g_mol=739.5 multiplicity=6 s_squared=8.7541 de_lowest_kcal_mol=7.2 energy_ev=-110249.22510
Mn 2.271 8.261 -10.982 -0.73 1.93 0.09 0.94
F 2.685 10.176 -11.242 0.05 -1.88 -0.08 -0.74
C 0.330 7.123 -7.315 0.74 1.17 -0.35 0.28
F -0.088 7.199 -6.063 -0.86 0.05 0.17 -0.22
F 1.635 6.835 -7.215 0.57 -0.19 -0.36 -0.25
F -0.265 6.127 -7.953 -0.35 -0.54 0.00 -0.26
S 0.105 8.726 -8.279 -0.55 1.11 0.11 1.23
O -1.226 8.641 -8.836 0.13 -0.60 -0.14 -0.61
O 0.264 9.786 -7.318 0.42 -0.57 0.00 -0.61
O 1.169 8.671 -9.291 -0.06 -0.37 0.98 -0.20
O -5.996 10.580 -8.296 -0.05 0.44 -0.12 -0.57
C -5.637 9.466 -8.095 -0.30 -0.20 0.49 0.47
O -6.367 8.398 -8.521 0.05 0.07 -0.27 -0.39
C -5.672 7.165 -8.349 -0.05 -0.05 -0.25 -0.38
C -4.421 7.500 -7.530 1.82 -1.14 -1.58 0.07
C -4.422 9.006 -7.320 -0.14 -0.94 0.40 0.04
H -5.321 6.807 -9.322 -0.40 0.10 -0.11 0.17
H -6.395 6.429 -7.997 0.18 0.09 0.48 0.30
H -3.597 7.292 -8.230 -0.04 0.31 -0.10 -0.38
H -4.079 6.774 -6.791 -0.93 0.54 0.89 0.48
H -3.534 9.463 -7.748 0.05 0.15 0.28 -0.13
H -4.514 9.204 -6.253 -0.09 0.65 -0.14 0.37
O 0.666 15.228 -4.194 -0.28 0.10 0.37 -0.57
C 0.925 14.369 -4.976 0.91 -0.43 -0.26 0.50
O 0.470 14.389 -6.247 -0.88 0.39 -0.64 -0.37
C 0.952 13.281 -6.999 0.72 -1.05 -0.20 0.04
C 2.270 12.948 -6.297 0.05 -0.63 -0.12 -0.41
C 1.881 13.181 -4.851 -0.24 0.18 0.48 -0.48
H 1.100 13.479 -8.060 -0.05 0.81 0.15 0.23
H 0.260 12.433 -7.007 -0.14 0.11 0.54 0.00
H 3.039 13.630 -6.662 0.06 0.09 0.24 0.30
H 2.615 11.927 -6.455 -0.12 0.03 -0.23 0.25
H 2.660 13.360 -4.114 0.13 0.30 -0.23 0.34
H 1.335 12.316 -4.463 -0.20 0.04 -0.16 0.22
O 0.250 8.073 -11.711 0.25 0.07 -1.01 -0.21
C -0.861 8.088 -12.200 -0.71 -0.61 1.51 0.21
O -1.312 8.996 -13.027 0.50 0.62 -0.11 -0.29
C -2.714 8.777 -13.369 0.43 -0.77 -0.15 -0.24
C -2.945 7.324 -12.979 -0.58 -0.71 0.23 -0.69
C -1.971 7.116 -11.814 0.40 0.15 -1.17 0.42
H -2.716 8.904 -14.447 -0.57 0.43 0.10 0.35
H -3.333 9.464 -12.795 0.06 0.24 -0.26 0.19
H -2.731 6.655 -13.816 0.40 0.12 0.04 0.27
H -3.974 7.064 -12.726 -0.04 0.46 0.15 0.33
H -1.550 6.114 -11.780 -0.11 -0.03 0.28 0.41
H -2.361 7.422 -10.845 0.05 -0.02 0.10 -0.37
O -3.856 12.475 -13.371 0.40 -0.04 -0.21 -0.62
C -3.029 12.269 -12.528 -0.09 0.48 0.00 0.48
O -3.395 11.753 -11.341 -0.24 0.29 0.70 -0.38
C -2.294 11.547 -10.440 0.42 -1.09 -0.58 0.23
C -1.037 11.955 -11.213 0.59 0.30 -0.15 0.15
C -1.522 12.496 -12.548 -0.31 -0.16 -0.55 -0.53
H -2.333 10.475 -10.236 0.30 0.05 0.21 -0.24
H -2.343 12.053 -9.478 -0.71 0.36 -0.24 0.28
H -0.365 11.126 -11.419 0.08 -0.11 0.41 -0.18
H -0.493 12.722 -10.666 0.13 -0.13 0.02 0.28
H -1.102 11.961 -13.403 -0.13 -0.22 0.08 0.21
H -1.261 13.530 -12.772 -0.33 0.15 0.32 0.33
O -0.321 1.177 -3.781 0.10 -0.12 0.27 -0.56
C 0.049 2.289 -4.004 -0.24 -0.20 -1.18 0.32
O -0.114 3.311 -3.166 0.12 0.26 0.96 -0.37
C 0.255 4.551 -3.766 0.03 0.18 -0.56 -0.45
C 1.148 4.196 -4.964 0.29 0.80 0.00 0.44
C 0.684 2.781 -5.312 0.23 0.65 0.46 -0.26
H 0.735 5.226 -3.063 -0.01 -0.30 0.29 0.34
H -0.675 5.019 -4.097 0.06 0.10 -0.07 0.25
H 2.216 4.318 -4.765 -0.04 -0.60 0.54 0.28
H 1.020 4.983 -5.706 -0.42 -0.44 -0.39 -0.58
H 1.466 2.073 -5.571 -0.02 0.07 -0.30 0.31
H -0.079 2.855 -6.086 -0.07 -0.46 -0.01 0.27
O 2.132 6.174 -10.493 -0.17 0.53 -0.12 -0.56
C 2.571 5.079 -10.226 1.05 0.10 -0.07 0.14
O 3.594 4.581 -10.919 -0.42 -0.16 0.22 -0.40
C 3.877 3.206 -10.524 -0.59 0.47 0.26 -0.38
C 2.898 2.901 -9.363 0.88 -1.14 -0.39 -0.63
C 2.203 4.208 -9.065 -0.27 -0.35 -0.23 0.36
H 4.928 3.145 -10.260 0.04 -0.03 -0.15 0.31
H 3.602 2.599 -11.380 0.51 -0.08 -0.11 0.25
H 3.419 2.465 -8.511 0.03 0.26 0.06 0.30
H 2.292 2.084 -9.754 -0.64 0.34 0.35 0.30
H 2.607 4.691 -8.176 -0.08 0.10 0.06 0.06
H 1.127 4.119 -8.949 -0.06 0.18 0.02 0.22